Record 1
Below is a structure of composition C37H37N5O4S3Ti, with properties calculated with ωB97M-V/def2-TZVPD.

**Gap between HOMO and LUMO (alpha / beta)**: 7.1 / 7.4 eV
**Multiplicity**: 2
**HOMO energy (alpha / beta)**: -15.06 / -15.06 eV
**LUMO level (alpha / beta)**: -8.0 / -7.7 eV
**Net charge**: +3
**Maximum force**: 0.7 eV/A
**Relative energy (zero: lowest compared OMol25 entry of this formula, charge and spin)**: 0.0 kcal per mole

Each line ends with the Löwdin spin population.
Atoms and positions in Å:
Ti  2.07269  -0.07572  1.78602  0.944
N  3.98495  -0.03487  3.02427  0.002
N  5.19101  -0.26946  2.33687  0.002
C  5.25053  0.00561  1.01544  0.001
N  6.42896  -0.05318  0.42670  -0.001
S  3.85544  0.42597  0.13691  0.003
H  4.00989  0.89032  3.46050  0.000
H  3.91389  -0.71545  3.77805  0.000
H  6.03554  -0.30147  2.89379  0.000
H  7.28256  -0.27701  0.91766  0.000
H  6.49509  0.12109  -0.56465  0.000
C  0.08572  2.58243  5.14845  0.000
O  -0.10544  1.14127  5.22567  0.002
C  0.53621  0.39377  4.38552  0.004
O  1.35281  0.81823  3.54426  0.010
N  0.24548  -0.91856  4.48683  0.002
N  1.06790  -1.80127  3.77184  0.004
H  -0.53737  2.98448  5.93795  0.000
H  -0.23904  2.93607  4.17370  0.000
H  1.13094  2.82220  5.32157  0.000
H  -0.31934  -1.24020  5.26223  0.000
H  0.49176  -2.48558  3.28743  0.000
H  1.66775  -2.30595  4.42020  0.000
C  1.40054  7.45157  -1.92834  0.000
C  1.24524  6.01071  -1.54911  0.000
C  0.96075  5.63908  -0.23181  0.000
C  0.79469  4.31280  0.11980  0.000
C  0.92573  3.34031  -0.86418  0.000
C  1.23712  3.67587  -2.17809  0.000
C  1.38469  5.00935  -2.51159  0.000
S  0.71103  1.63063  -0.54701  0.004
O  1.09135  1.48096  0.98292  0.020
C  -1.02696  1.33217  -0.53581  0.000
C  -1.90929  2.16676  0.18691  0.000
C  -3.23529  1.86455  0.21053  0.000
C  -3.73962  0.72741  -0.47452  0.000
C  -5.11690  0.41432  -0.45551  0.000
C  -5.58697  -0.68318  -1.12078  0.000
C  -4.70172  -1.52040  -1.83136  0.000
C  -3.36431  -1.24377  -1.87094  0.000
C  -2.84944  -0.10826  -1.19829  0.000
C  -1.46320  0.21832  -1.22192  0.000
C  -0.51494  -0.65734  -1.97216  0.000
C  -0.37609  -0.51746  -3.38107  0.000
C  -1.12142  0.43932  -4.11264  0.000
C  -0.96355  0.54424  -5.46610  0.000
C  -0.05847  -0.29344  -6.14958  0.000
C  0.68155  -1.21847  -5.46651  0.000
C  0.54476  -1.35194  -4.06807  0.000
C  1.32586  -2.28986  -3.33986  0.000
C  1.19366  -2.41940  -1.99319  0.000
C  0.24606  -1.60705  -1.32576  0.000
S  0.05201  -1.67281  0.41429  0.002
O  1.56066  -1.73142  0.92759  -0.002
C  -0.65238  -3.20312  0.88405  -0.001
C  -0.20931  -4.44468  0.43165  0.000
C  -0.85338  -5.58223  0.87509  0.000
C  -1.94287  -5.50803  1.75173  0.000
C  -2.65692  -6.74528  2.19802  0.000
C  -2.37160  -4.25071  2.18288  0.000
C  -1.73877  -3.09832  1.75385  0.000
H  1.40755  8.09852  -1.05420  0.000
H  0.57767  7.76238  -2.57431  0.000
H  2.32477  7.60890  -2.48427  0.000
H  0.86932  6.40719  0.52512  0.000
H  0.59878  4.03631  1.14732  0.000
H  1.35656  2.90522  -2.93122  0.000
H  1.62229  5.27956  -3.53249  0.000
H  -1.53423  3.04525  0.69260  0.000
H  -3.92982  2.49923  0.74607  0.000
H  -5.79351  1.06198  0.08706  0.000
H  -6.64375  -0.91302  -1.11015  0.000
H  -5.09039  -2.38263  -2.35602  0.000
H  -2.69749  -1.88711  -2.43070  0.000
H  -1.82765  1.07836  -3.59833  0.000
H  -1.54121  1.26916  -6.02330  0.000
H  0.04631  -0.20038  -7.22197  0.000
H  1.37872  -1.86128  -5.98821  0.000
H  2.04036  -2.89923  -3.87825  0.000
H  1.81870  -3.10362  -1.43675  0.000
H  0.62086  -4.52549  -0.25546  0.000
H  -0.51742  -6.55157  0.53076  0.000
H  -2.09548  -7.64375  1.95318  0.000
H  -3.62996  -6.81100  1.70707  0.000
H  -2.83837  -6.72656  3.27232  0.000
H  -3.22265  -4.17675  2.84811  0.000
H  -2.10020  -2.12353  2.06370  0.000



Record 2
Below is a structure of composition C37H38CrF5GeN2S, with properties calculated with ωB97M-V/def2-TZVPD.

**Gap between HOMO and LUMO (alpha / beta)**: 5.0 / 5.5 eV
**Multiplicity**: 5
**HOMO energy (alpha / beta)**: -2.61 / -3.14 eV
**LUMO level (alpha / beta)**: 2.4 / 2.4 eV
**Net charge**: -1
**Maximum force**: 0.2 eV/A
**Relative energy (zero: lowest compared OMol25 entry of this formula, charge and spin)**: 10.6 kcal per mole

Each line ends with the Löwdin spin population.
Atoms and positions in Å:
Cr  -0.34112  1.48556  0.49899  3.833
C  3.14264  1.86658  0.44083  0.004
C  2.13924  2.17580  -0.64262  0.006
C  1.62279  1.11567  -1.40913  0.005
C  2.13630  -0.28658  -1.21914  0.002
C  0.76706  1.37718  -2.49580  0.006
C  0.26890  0.19917  -3.29620  0.000
C  0.48904  2.69313  -2.86440  0.008
C  -0.47682  3.00600  -3.98127  0.001
C  1.05844  3.74911  -2.14201  0.002
C  0.81788  5.17001  -2.59147  0.000
C  1.80887  3.49789  -0.99055  0.014
C  2.26131  4.65576  -0.13062  0.002
H  2.74753  1.08828  1.09956  0.002
H  3.38219  2.73365  1.04936  0.000
H  4.07594  1.51074  -0.00675  0.000
H  2.86213  -0.51491  -2.00921  0.000
H  1.34136  -1.03017  -1.28394  0.000
H  2.61809  -0.42073  -0.25866  0.001
H  -0.25455  -0.52332  -2.66695  0.000
H  1.11166  -0.33140  -3.74832  0.000
H  -0.40292  0.48895  -4.09740  0.000
H  0.02625  3.12120  -4.94714  0.000
H  -1.01843  3.92510  -3.76876  0.000
H  -1.22576  2.22546  -4.08379  0.000
H  -0.10533  5.57070  -2.16031  0.000
H  0.72635  5.22740  -3.67471  0.000
H  1.63758  5.82463  -2.30131  0.000
H  3.24848  5.02740  -0.42292  0.000
H  2.31609  4.37059  0.91717  0.001
H  1.56070  5.48591  -0.19451  0.000
F  -7.04087  1.14825  -0.97030  0.000
C  -5.81793  1.68203  -0.85667  0.001
C  -4.72953  1.08245  -1.46347  0.000
F  -4.90252  -0.03919  -2.17391  0.000
C  -3.47367  1.64812  -1.34048  0.004
F  -2.46101  1.01635  -1.95464  0.008
C  -3.22799  2.81833  -0.61775  0.007
S  -1.63122  3.51600  -0.47857  0.024
C  -4.35589  3.38841  -0.02388  0.001
F  -4.24171  4.51646  0.69431  0.000
C  -5.62308  2.84400  -0.13344  0.000
F  -6.66920  3.43656  0.46046  0.000
N  -2.18205  2.57443  2.67236  0.008
N  -1.98679  1.40078  1.88277  -0.002
H  -3.04998  2.51339  3.19235  0.000
H  -2.23244  3.36147  2.03077  0.001
H  -2.85074  1.02587  1.49826  0.004
H  -1.48705  0.66401  2.39598  0.007
C  0.41053  -0.03025  1.59256  -0.011
Ge  0.63553  -1.86236  1.42296  0.010
C  0.10911  -2.95505  3.01024  0.001
C  -0.87782  -2.48279  3.87435  0.003
C  -1.30595  -3.22566  4.96689  0.000
C  -0.74835  -4.47214  5.21943  0.000
C  0.23983  -4.96040  4.37577  0.000
C  0.66145  -4.20544  3.28759  0.000
C  -0.40566  -2.63482  -0.08282  0.003
C  -0.41945  -4.00183  -0.36245  0.001
C  -1.17835  -4.52074  -1.40399  0.000
C  -1.94293  -3.67469  -2.19742  0.001
C  -1.94679  -2.31104  -1.93740  0.001
C  -1.18740  -1.80873  -0.88776  0.010
C  2.48565  -2.58676  1.11422  0.003
C  3.44724  -2.35754  2.10127  0.001
C  4.76825  -2.75181  1.94108  0.000
C  5.16560  -3.38989  0.77205  0.001
C  4.22977  -3.62578  -0.22455  0.000
C  2.90826  -3.22799  -0.04939  0.001
H  0.61645  0.28549  2.63031  0.011
H  -1.30741  -1.50395  3.68441  0.003
H  -2.07366  -2.83282  5.62410  0.000
H  -1.07777  -5.05633  6.07070  0.000
H  0.68659  -5.92938  4.56848  0.000
H  1.44668  -4.59586  2.64736  0.000
H  0.16986  -4.67881  0.24873  0.000
H  -1.17530  -5.58753  -1.59692  0.000
H  -2.53516  -4.07677  -3.01083  0.000
H  -2.54181  -1.63959  -2.54603  0.000
H  -1.20294  -0.74127  -0.67741  0.009
H  3.15567  -1.84986  3.01671  0.000
H  5.49107  -2.55882  2.72584  0.000
H  6.19625  -3.69706  0.63921  0.000
H  4.52889  -4.11852  -1.14305  0.000
H  2.19585  -3.41568  -0.84643  0.000



Which of these has the highest net charge? C37H37N5O4S3Ti